Formula: C8H17N2
Source: the Open Molecules 2025 dataset
Level of theory: the ωB97M-V functional and the def2-TZVPD basis

Each line ends with the natural charge from an NBO analysis.
Element x y z (Å)
C  5.7612  -1.7780  -1.6605  -0.20
C  5.9958  -1.3173  -0.3670  -0.10
C  6.3279  -1.0118  2.2116  -0.74
C  7.5263  1.0830  -1.3018  0.00
C  8.5896  1.5262  0.8062  -0.45
C  -10.0204  0.6679  0.3498  -0.42
C  -10.8007  -1.4064  -0.6183  -0.40
C  6.3917  -1.0419  0.7853  0.34
N  7.8068  0.7501  -0.0981  -0.33
N  -11.0991  -0.2559  0.1072  -0.62
H  4.6850  -1.5900  -2.1319  0.28
H  5.5248  -1.8602  2.4872  0.32
H  7.2809  -1.3136  2.5904  0.27
H  5.9901  0.0092  2.7080  0.29
H  6.7309  0.4445  -1.7989  0.18
H  7.9019  1.8797  -1.9288  0.21
H  6.4551  -2.5076  -1.9970  0.25
H  7.8544  2.0370  1.4696  0.23
H  9.1232  1.0133  1.5670  0.23
H  9.2536  2.1581  0.1699  0.22
H  -9.5012  1.0661  -0.5440  0.19
H  -10.2597  1.6622  0.8338  0.20
H  -9.3648  0.1616  0.9714  0.16
H  -11.7810  -1.8362  -0.5030  0.21
H  -10.5897  -1.0971  -1.6158  0.19
H  -9.9711  -2.0004  -0.2158  0.15
H  -11.5848  -0.3960  0.9555  0.35

The relative energy (zero: lowest compared OMol25 entry of this formula, charge and spin) comes out at 734.0 kJ/mol. Its total charge is +1. The HOMO energy is -9.276 eV. The multiplicity is 1.



Formula: AgH14O7
Source: the Open Molecules 2025 dataset
Level of theory: the ωB97M-V functional and the def2-TZVPD basis

Each line ends with the natural charge from an NBO analysis.
Element x y z (Å)
Ag  -0.2633  0.1975  0.3621  0.91
O  -2.6583  0.8435  0.3331  -0.96
H  -2.5863  1.7195  0.7751  0.49
H  -3.3073  1.0595  -0.3329  0.49
O  -0.6833  -1.4365  -1.3379  -0.97
H  -0.3813  -2.2235  -1.7709  0.50
H  -1.5913  -1.7345  -1.1619  0.49
O  1.8247  -0.7035  1.3211  -0.98
H  2.2477  -0.9265  2.1481  0.50
H  2.3267  -0.9255  0.5601  0.49
O  0.8717  -0.2575  -3.3509  -0.94
H  0.5587  -0.3245  -2.4329  0.47
H  0.0727  -0.1555  -3.8059  0.47
O  1.2697  1.2535  -0.9599  -0.97
H  2.1247  0.9735  -1.1739  0.49
H  1.4277  2.2415  -0.8189  0.50
O  -1.1893  -1.5285  1.7251  -0.97
H  -1.4433  -2.2865  1.2171  0.49
H  -0.9353  -1.7895  2.6091  0.50
O  0.4027  1.8835  1.9691  -0.94
H  1.0287  1.6335  2.6521  0.49
H  0.8827  2.4855  1.4741  0.47

The relative energy (zero: lowest compared OMol25 entry of this formula, charge and spin) comes out at 71.7 kJ/mol. Its total charge is +1. The HOMO energy is -13.045 eV. The multiplicity is 1.



Formula: H9O5
Source: the Open Molecules 2025 dataset
Level of theory: the ωB97M-V functional and the def2-TZVPD basis

Each line ends with the natural charge from an NBO analysis.
Element x y z (Å)
O  0.4767  0.3229  0.2974  -1.30
H  0.0867  -0.2362  -0.3931  0.41
O  0.2262  -3.9460  -2.8796  -0.94
H  0.1891  -4.3798  -2.0205  0.47
H  0.1367  -3.0170  -2.6341  0.48
O  2.0122  2.1659  -0.6852  -1.04
H  2.6829  2.4462  -0.0527  0.44
H  1.4095  1.4584  -0.2366  0.52
O  -1.7430  2.6699  0.6109  -0.98
H  -1.9875  2.2293  -0.2094  0.47
H  -0.8694  2.3948  0.9052  0.51
O  -1.2025  -0.9505  2.3859  -0.99
H  -0.8960  -0.4910  3.1754  0.45
H  -0.5217  -0.6668  1.7364  0.52

The relative energy (zero: lowest compared OMol25 entry of this formula, charge and spin) comes out at 91.2 kJ/mol. Its total charge is -1. The HOMO energy is -4.315 eV. The multiplicity is 1.



Formula: C28H30ClNOPPb
Source: the Open Molecules 2025 dataset
Level of theory: the ωB97M-V functional and the def2-TZVPD basis

Each line ends with the natural charge from an NBO analysis.
Element x y z (Å)
Pb  0.4885  -0.7412  0.7466  1.39
Cl  2.9735  -0.4336  0.8718  -0.45
C  -2.5068  -0.9991  0.6077  0.49
O  -3.6401  -0.8677  0.6713  -0.39
P  -0.2818  1.8398  -0.1734  1.13
C  0.1383  2.2142  -1.9047  -0.31
C  -1.9822  2.4888  0.0093  -0.43
C  0.7500  2.9370  0.8596  -0.44
C  -2.3170  3.4696  0.9548  -0.10
C  -3.6365  3.8972  1.0894  -0.20
C  -4.6406  3.3443  0.2870  -0.09
C  -4.3165  2.3342  -0.6242  -0.21
C  -3.0067  1.8993  -0.7522  -0.18
H  -1.5257  3.9100  1.5741  0.24
H  -3.8769  4.6899  1.7965  0.26
H  -5.6620  3.7159  0.3566  0.26
H  -5.0911  1.9072  -1.2614  0.26
H  -2.7474  1.1095  -1.4698  0.22
C  1.0622  1.3901  -2.5650  -0.22
C  1.3620  1.5984  -3.9119  -0.19
C  0.7682  2.6593  -4.6030  -0.12
C  -0.1382  3.4944  -3.9564  -0.17
C  -0.4663  3.2678  -2.6122  -0.20
H  1.5553  0.5838  -1.9984  0.21
H  2.0691  0.9432  -4.4073  0.25
H  1.0286  2.8347  -5.6525  0.26
H  -0.5915  4.3319  -4.4843  0.26
H  -1.2016  3.9105  -2.1158  0.24
C  1.4612  4.0204  0.3129  -0.17
C  2.2674  4.8150  1.1378  -0.17
C  2.4152  4.5029  2.4943  -0.12
C  1.7422  3.3961  3.0297  -0.21
C  0.8961  2.6388  2.2266  -0.14
H  1.3649  4.2533  -0.7504  0.24
H  2.7641  5.6947  0.7205  0.26
H  3.0367  5.1310  3.1395  0.26
H  1.8556  3.1427  4.0828  0.25
H  0.3432  1.7939  2.6574  0.19
H  3.7832  -1.0486  -2.2902  0.02
H  3.7343  -0.7752  -1.5739  -0.03
C  -0.2163  -5.7944  2.0838  -0.43
N  0.1715  -4.3793  2.3443  -0.34
C  0.3413  -4.1126  3.7972  -0.42
C  1.4014  -3.9826  1.4933  -0.23
C  0.9794  -3.8355  0.0637  -0.17
C  1.0484  -4.9295  -0.7985  -0.16
C  0.5773  -4.8134  -2.1016  -0.15
C  0.0660  -3.6011  -2.5647  -0.15
C  0.0056  -2.4875  -1.7083  -0.28
C  0.4549  -2.6393  -0.4142  -0.26
H  0.6620  -6.4218  2.2232  0.24
H  -0.6038  -5.8976  1.0598  0.25
H  -0.9943  -6.0725  2.8090  0.25
H  -0.6191  -3.7907  2.0093  0.42
H  1.2512  -4.6059  4.1365  0.25
H  0.4012  -3.0268  3.9574  0.22
H  -0.5279  -4.5196  4.3248  0.25
H  1.8200  -3.0503  1.9259  0.24
H  2.1297  -4.7854  1.6506  0.26
H  1.4714  -5.8535  -0.4105  0.25
H  0.6063  -5.6841  -2.7532  0.27
H  -0.2831  -3.4944  -3.5929  0.27
H  -0.3741  -1.5165  -2.0541  0.24

The relative energy (zero: lowest compared OMol25 entry of this formula, charge and spin) comes out at 4.7 kJ/mol. Its total charge is +3. The HOMO energy (alpha / beta) is -17.256 / -17.201 eV. The multiplicity is 1.



Formula: C22H41BrN7O5
Source: the Open Molecules 2025 dataset
Level of theory: the ωB97M-V functional and the def2-TZVPD basis

Each line ends with the Mulliken charge.
Element x y z (Å)
C  -0.0361  -0.2377  2.3365  -0.51
C  0.5669  1.1598  2.5446  -0.41
O  1.1810  1.7497  1.4104  -0.47
C  2.1589  0.9071  0.7830  -0.46
C  1.6454  0.3590  -0.5670  0.70
C  1.1542  1.4821  -1.5092  -1.08
C  -0.3039  1.3495  -2.0004  -0.97
C  -1.3155  1.6008  -0.8489  -0.51
C  -2.6707  0.9310  -0.9896  -0.25
C  -2.8984  -0.4492  -1.1438  0.90
Br  -1.4128  -1.6253  -1.1560  0.00
C  -4.1672  -0.9861  -1.2538  -0.09
C  -4.4551  -2.4678  -1.4049  -0.97
O  -3.6454  -3.0895  -2.3971  -0.21
N  -3.5502  -4.5088  -2.0339  0.13
O  -2.5987  -4.7235  -1.4199  -0.16
C  -5.2285  -0.1083  -1.1841  0.93
N  -6.5499  -0.5268  -1.2823  -0.60
N  -5.0331  1.1979  -1.0062  0.56
N  -6.1327  2.0940  -0.9037  -1.37
C  -6.4643  2.3507  0.3097  0.89
C  -6.3327  1.3834  1.4764  -1.34
C  -7.0740  3.6897  0.6269  -1.25
C  -3.7870  1.7320  -0.9278  0.91
N  -3.7197  3.1392  -0.7602  -0.51
H  -0.7919  -0.4127  3.1122  0.42
H  0.7126  -1.0318  2.4029  0.20
H  -0.5459  -0.3641  1.3787  -0.09
H  1.3108  1.0756  3.3533  0.32
H  -0.2093  1.8587  2.8720  0.36
H  2.5170  0.1155  1.4404  -0.14
H  3.0287  1.5238  0.5534  0.54
H  2.5173  -0.1221  -1.0277  -0.10
H  0.9034  -0.4081  -0.3381  -0.03
H  1.8006  1.4706  -2.3913  0.46
H  1.2516  2.4403  -0.9880  0.42
H  -0.4344  2.1810  -2.7098  0.37
H  -0.4862  0.4419  -2.5745  0.48
H  -1.4130  2.6794  -0.7696  0.41
H  -0.8285  1.2852  0.0828  -0.53
H  -5.4971  -2.6680  -1.6733  0.43
H  -4.3218  -2.9196  -0.4095  0.33
H  -7.1335  0.2150  -1.6684  0.27
H  -6.6337  -1.2866  -1.9499  0.31
H  -6.9464  1.7228  2.3074  0.46
H  -5.2697  1.3062  1.7403  0.31
H  -6.6573  0.3910  1.1537  0.31
H  -8.1672  3.5982  0.5766  0.32
H  -6.8542  3.8863  1.6796  0.40
H  -6.6977  4.4720  -0.0267  0.36
H  -3.1662  3.3708  0.0576  0.33
H  -3.2287  3.5124  -1.5685  0.33
C  5.5999  0.0737  2.3679  0.04
O  4.6732  0.7673  1.9932  -0.59
N  5.5690  -0.7379  3.4430  0.13
C  6.7114  -1.5405  3.8373  -0.97
C  4.3504  -0.8079  4.2302  -0.85
H  6.5674  0.0559  1.8389  0.32
H  6.4398  -2.5981  3.8234  0.34
H  7.0236  -1.2641  4.8461  0.35
H  7.5424  -1.3796  3.1537  0.30
H  3.5246  -1.1442  3.6003  0.21
H  4.1059  0.1824  4.6173  0.29
H  4.4813  -1.5003  5.0580  0.39
C  4.9147  -0.6706  -2.8950  0.09
O  4.3332  -0.1260  -1.9730  -0.60
N  5.3948  -1.9262  -2.8641  0.12
C  6.0806  -2.5189  -3.9974  -0.93
C  5.2188  -2.7108  -1.6540  -0.86
H  5.0981  -0.1589  -3.8540  0.27
H  5.5422  -3.4094  -4.3272  0.34
H  7.0943  -2.8001  -3.7064  0.34
H  6.1330  -1.8114  -4.8222  0.28
H  4.1553  -2.8102  -1.4320  0.24
H  5.6985  -2.2041  -0.8153  0.27
H  5.6576  -3.6971  -1.7833  0.38

Its total charge is +1. The HOMO energy is -10.748 eV. The multiplicity is 1.



Formula: C3H4O2S
Source: the Open Molecules 2025 dataset
Level of theory: the ωB97M-V functional and the def2-TZVPD basis

Each line ends with the natural charge from an NBO analysis.
Element x y z (Å)
C  1.7765  -0.1218  -0.1148  0.33
C  0.6991  -0.7288  0.0526  -0.47
C  -1.6061  0.6034  0.0811  -0.78
O  -1.4543  -1.9841  -0.5685  -0.96
O  3.0388  0.1503  -0.3667  -0.64
S  -0.9513  -1.1439  0.4927  1.29
H  -2.2315  0.7555  0.9291  0.22
H  -1.9366  0.4052  -0.9007  0.24
H  -0.6541  1.2500  0.0106  0.24
H  3.3196  0.8141  0.3845  0.51

The relative energy (zero: lowest compared OMol25 entry of this formula, charge and spin) comes out at 434.3 kJ/mol. Its total charge is 0. The HOMO energy is -8.996 eV. The multiplicity is 1.



- Which value of total charge does entry 6 give?
  0